Record 1
Molecular formula: C5H20N3O3
Method: DFT, ωB97M-V/def2-TZVPD

Atoms and positions in Å:
C  -2.49218  -0.94383  2.23739
C  -1.72738  -0.75133  0.93401
C  -1.30652  -2.11174  0.36743
C  -0.63175  -2.00879  -0.98535
N  2.84782  -1.02336  -1.47339
C  1.69295  -1.63046  -1.55255
N  0.64991  -1.31512  -0.85281
N  -0.54567  0.10665  1.07318
H  -2.82502  0.00904  2.63786
H  -1.87314  -1.46067  2.96625
H  -3.39909  -1.53234  2.08098
H  -2.37266  -0.27191  0.20086
H  -2.19120  -2.74204  0.28454
H  -0.62679  -2.60646  1.07499
H  -1.26807  -1.46593  -1.68040
H  -0.46102  -2.99050  -1.41367
H  3.58998  -1.34165  -2.06816
H  3.01059  -0.22943  -0.84447
H  1.62042  -2.45340  -2.25408
H  0.64716  -0.58177  -0.13914
H  -0.75583  1.09167  0.97498
H  -0.07937  -0.02259  1.96146
H  -1.12188  3.48277  -2.15232
H  -1.66566  4.28572  -0.95482
O  -1.07606  3.56038  -1.19137
H  0.65549  3.43498  -0.63652
H  1.85254  4.21410  -0.00944
O  1.54837  3.33624  -0.25144
H  3.31658  1.17824  1.10878
H  2.28768  1.82080  0.15613
O  2.69980  0.96275  0.40112

Properties
Strongest force on any atom in eV Å⁻¹: 0.8
Frontier orbital gap in eV: 10.49
Total charge: +1

=====

Record 2
Molecular formula: C5H20O5
Method: DFT, ωB97M-V/def2-TZVPD

Atoms and positions in Å:
C  1.17295  2.83401  1.03814
O  1.86309  3.61424  0.01029
H  1.30296  3.20147  2.05607
H  0.08906  2.78140  0.93547
H  1.56666  1.83054  1.19982
H  2.79147  3.67645  0.24664
C  -2.21428  1.44094  2.33419
O  -1.16342  2.05791  1.60718
H  -2.22905  1.59016  3.41383
H  -3.19379  1.66291  1.91065
H  -2.07774  0.36091  2.27950
H  -0.51696  2.26627  2.28561
C  -0.39322  -0.26148  0.14062
O  0.42447  0.40495  1.08366
H  -1.32581  0.27316  -0.03977
H  0.10384  -0.31582  -0.82792
H  -0.71494  -1.27123  0.39562
H  -0.00280  1.05028  1.65164
C  1.65008  -2.08575  -1.82717
O  1.76704  -1.99027  -3.24022
H  1.33426  -1.11111  -1.45512
H  0.94782  -2.85295  -1.50107
H  2.54395  -2.38042  -1.27737
H  2.21438  -1.18762  -3.51811
C  -1.21392  -2.38208  -1.71699
O  -0.86716  -3.29321  -0.66283
H  -0.75917  -2.73148  -2.64393
H  -2.30274  -2.40601  -1.76148
H  -0.88064  -1.36427  -1.51423
H  0.08359  -3.41189  -0.60273

Properties
Strongest force on any atom in eV Å⁻¹: 3.7
Frontier orbital gap in eV: 9.96
SMILES: CO.CO.CO.CO.CO